Entry 1:
Here is 8 unconnected molecules or ions with the total composition C5H22O8 in a non-equilibrium geometry from OMol25. Energies are from ωB97M-V/def2-TZVPD.

Values from the calculation:
LUMO   0.0157 Ha
Relative energy (zero: lowest compared OMol25 entry of this formula, charge and spin)   3.463 eV
SMILES   C=CCCC=O.O.O.O.O.O.O.O

```
! RIJCOSX wB97M-V def2-TZVPD def2/J DEFGRID3
* xyz 0 1
O -1.1340 0.8069 1.3340
C -0.4016 0.5932 2.2591
C -0.0721 -0.9557 2.4570
C 0.8623 -1.3340 1.3061
C 0.3757 -2.2134 0.2840
C -0.6636 -3.0325 0.4532
H 0.2354 1.4078 2.5879
H 0.5070 -1.1520 3.4098
H -1.1151 -1.4363 2.6428
H 1.2182 -0.4140 0.7623
H 1.8869 -1.7110 1.5829
H 1.0011 -2.1370 -0.6942
H -1.0713 -3.5839 -0.4690
H -1.0983 -3.0742 1.5553
H -2.7842 2.1763 -0.9309
H -1.4264 2.6016 -0.2819
O -1.8876 2.5451 -1.0858
H -3.3775 0.8118 1.0894
H -2.7832 0.1389 -0.0795
O -3.3524 0.8077 0.2256
H 1.5012 1.0491 -1.8425
H 2.3913 2.3852 -1.7108
O 2.3705 1.4550 -1.4481
H -1.2105 -0.6378 -1.8188
H -1.5076 -1.8829 -0.8501
O -1.8032 -1.1761 -1.3565
H -0.0475 1.8643 -3.1133
H -0.8352 1.4801 -1.7781
O -0.0296 1.2250 -2.3861
H 2.8755 -0.1664 -1.7388
H 2.1912 -1.4274 -1.3395
O 2.4666 -0.9607 -2.1677
H 2.5119 1.7033 1.7004
H 2.1495 1.8929 0.2877
O 2.0569 2.3512 1.1541
*
```

=====

Entry 2:
Here is a molecular structure, C29H16F3N11O13S2Ti in a non-equilibrium geometry from OMol25. Energies are from ωB97M-V/def2-TZVPD.

Values from the calculation:
LUMO   0.0878 Ha
Relative energy (zero: lowest compared OMol25 entry of this formula, charge and spin)   3.191 eV

```
! RIJCOSX wB97M-V def2-TZVPD def2/J DEFGRID3
* xyz -2 1
Ti -0.0238 -0.0787 0.1823
N -0.0430 -3.8670 2.2639
C -0.3191 -3.0485 3.2994
N -0.5907 -1.8011 3.2047
C -0.8998 -1.2403 4.4097
C -0.8708 -2.0998 5.4672
S -0.4155 -3.6879 4.9541
C -1.1699 0.1826 4.4829
C -0.9998 0.9620 5.5902
S -1.3267 2.6196 5.2226
C -1.6854 2.1141 3.5586
N -1.5719 0.8521 3.3659
N -2.1701 2.9951 2.6576
H 0.1616 -3.3765 1.3988
H 0.4643 -4.7143 2.4531
H -1.0924 -1.9075 6.4960
H -0.6482 0.6853 6.5636
H -1.7880 3.9285 2.6825
H -2.2378 2.5984 1.7228
O 1.4109 5.8953 -3.5421
C 1.3163 5.8158 -2.3192
O 1.4256 6.6499 -1.4255
C 0.9555 4.3627 -1.8005
C 0.5193 3.4051 -2.7049
C 0.1940 2.1428 -2.2379
N 0.2745 1.8075 -0.9556
C 0.6696 2.7328 -0.0755
C 1.0270 4.0203 -0.4566
C 0.6681 2.2781 1.3816
O 0.8695 3.0869 2.2702
O 0.4084 1.0362 1.5390
H 0.4519 3.6519 -3.7542
H -0.1522 1.3769 -2.9261
H 1.3491 4.7387 0.2829
F -3.9101 -0.4764 -1.6904
C -2.9886 0.4937 -1.7587
F -1.7921 -0.1314 -1.9887
F -3.2519 1.1873 -2.8830
C -2.9229 1.4317 -0.4554
O -3.8913 2.1329 -0.2609
O -1.8507 1.3219 0.1670
N 1.1621 -1.4361 0.9273
C 1.9787 -1.4366 1.7807
N 2.9527 -1.6163 2.5171
C 3.2523 -1.7162 3.7588
N 3.6442 -1.8715 4.8330
C -3.8304 -3.1560 0.4854
C -3.8496 -1.9848 1.2245
C -2.7549 -1.1321 1.2208
C -1.6117 -1.4178 0.4719
C -1.6006 -2.6238 -0.2289
C -2.6921 -3.4832 -0.2278
H -4.6933 -3.8102 0.4621
H -4.7295 -1.7254 1.8004
H -2.7910 -0.2352 1.8294
H -0.7249 -2.9197 -0.8011
H -2.6479 -4.4093 -0.7859
O 3.7808 -1.2856 -6.8187
N 3.9655 -0.4886 -5.9130
O 4.7714 0.4227 -5.9732
C 3.2004 -0.6416 -4.7263
C 3.4049 0.2192 -3.6529
C 2.6490 0.0931 -2.4986
C 1.5693 -0.8675 -2.3852
O 0.6786 -0.8439 -1.5039
C 1.5518 -1.8450 -3.4567
C 2.3003 -1.7000 -4.6067
N 0.8037 -3.0413 -3.2888
O 0.4557 -3.6533 -4.2898
O 0.6205 -3.4413 -2.1481
N 2.9819 0.9213 -1.4011
O 2.5147 0.6422 -0.2912
O 3.7553 1.8499 -1.5806
H 4.1688 0.9813 -3.7105
H 2.2104 -2.4241 -5.4039
*
```

=====

Entry 3:
Here is a gas-phase ion, C4H9NO2 (charge +1) in a non-equilibrium geometry from OMol25. Energies are from ωB97M-V/def2-TZVPD.

Values from the calculation:
LUMO (spin up / spin down)   -0.1218 / -0.3290 Ha
Relative energy (zero: lowest compared OMol25 entry of this formula, charge and spin)   0.693 eV

```
! RIJCOSX wB97M-V def2-TZVPD def2/J DEFGRID3
* xyz 1 2
C 0.0918 0.4215 -1.6801
C -0.5667 0.6112 -0.2655
C -1.5924 -0.5415 -0.0287
N 0.4068 0.6489 0.7575
C 1.2279 -0.4577 1.1144
O 1.9595 -0.1290 2.1641
O 1.2122 -1.4827 0.5095
H -0.1215 -0.5559 -2.1085
H 1.1570 0.6003 -1.7069
H -0.3993 1.1360 -2.3315
H -1.0656 1.5734 -0.2259
H -1.1009 -1.4767 -0.2734
H -2.5010 -0.3816 -0.5861
H -1.8427 -0.5827 1.0435
H 0.6281 1.5289 1.2370
H 2.5068 -0.9124 2.3803
*
```

=====

Entry 4:
Here is 4 unconnected molecules or ions with the total composition C16H28BO15PS from OMol25. Energies are from ωB97M-V/def2-TZVPD.

Values from the calculation:
LUMO   0.0163 Ha
SMILES   O=P(O)(O)[C@@H]1[C@H](O)OS(=O)(=O)C[C@@H]1B(O)O.O=C1CCCO1.O=C1CCCO1.O=C1CCCO1

```
! RIJCOSX wB97M-V def2-TZVPD def2/J DEFGRID3
* xyz 0 1
O 2.1445 1.5133 2.5273
P 2.3964 2.1345 1.2287
O 2.7888 1.0220 0.1424
O 3.5534 3.2331 1.1640
C 0.9446 2.9915 0.5672
C 0.4047 4.0772 1.5189
O 0.6772 3.9007 2.8464
O -1.0407 4.2393 1.3969
S -1.7369 4.1581 -0.0181
O -1.2602 5.2347 -0.8325
O -3.1395 4.0473 0.2340
C -1.1525 2.6227 -0.7224
C -0.0938 1.9260 0.1446
B -0.7056 1.0442 1.3221
O -0.5880 -0.3375 1.2719
O -1.3684 1.6346 2.3641
H 3.2409 1.3822 -0.6268
H 4.3328 2.9546 0.6507
H 1.2706 3.5227 -0.3338
H 0.8533 5.0307 1.2464
H 0.3903 3.0241 3.1295
H -0.6635 2.9262 -1.6474
H -2.0139 2.0075 -0.9634
H 0.4203 1.2197 -0.5046
H -1.4140 -0.7509 1.0013
H -2.0565 1.0625 2.7111
O 5.9224 1.8968 0.7326
C 6.4287 2.0430 1.8171
O 6.0576 1.3139 2.8699
C 6.7337 1.7628 4.0601
C 7.9843 2.4750 3.5553
C 7.5002 3.0358 2.2177
H 6.0594 2.4294 4.5995
H 6.9467 0.8980 4.6817
H 8.3573 3.2255 4.2481
H 8.7794 1.7488 3.3832
H 7.0301 4.0149 2.3260
H 8.2753 3.0883 1.4586
O -3.4215 -0.8852 -0.2110
C -3.6207 -1.9953 0.1947
O -3.8501 -2.2431 1.5052
C -3.9501 -3.6613 1.7348
C -4.3198 -4.2556 0.3809
C -3.6258 -3.2932 -0.5852
H -2.9836 -4.0185 2.0953
H -4.6986 -3.8332 2.5038
H -4.0120 -5.2936 0.2744
H -5.4007 -4.2073 0.2398
H -2.5949 -3.5795 -0.7878
H -4.1529 -3.1652 -1.5247
O -2.0779 -4.0107 -3.2060
C -2.9033 -4.1219 -4.0633
O -3.6457 -3.0747 -4.4904
C -4.6268 -3.5113 -5.4484
C -4.0829 -4.8213 -6.0075
C -3.3186 -5.3785 -4.8066
H -5.5775 -3.6453 -4.9280
H -4.7441 -2.7352 -6.1996
H -4.8621 -5.4777 -6.3881
H -3.3878 -4.6148 -6.8218
H -3.9576 -5.9695 -4.1483
H -2.4446 -5.9617 -5.0805
*
```

=====

Calculated total energy readings, ordered: -21918.8902; -126278.4174; -9870.5088; -68564.8967 eV